Entry 1:
Here is a molecular structure, CH4I2OSi from the OMol25 dataset. Energies are from ωB97M-V/def2-TZVPD.

Values from the calculation:
**Electronic energy**: -27227.3520 eV
**Relative energy (zero: lowest compared OMol25 entry of this formula, charge and spin)**: 3.348 eV
**LUMO level**: -0.3 eV
**Gap between HOMO and LUMO**: 0.33710 hartree
**Highest occupied orbital energy**: -9.478 eV
**Net charge**: 0

Geometry as XYZ:
```
9
CH4I2OSi | the OMol25 dataset | ωB97M-V/def2-TZVPD
C 1.213 0.679 0.192
O 0.481 -0.395 -0.532
Si -1.004 -0.960 -0.359
I 0.406 2.641 -0.309
I 0.888 0.235 2.230
H 2.221 0.790 -0.059
H -1.715 0.380 -0.326
H -1.528 -1.634 0.782
H -0.963 -1.737 -1.618
```



Entry 2:
Here is a molecular structure, C14H33Cl2MnN4OP2 from the OMol25 dataset. Energies are from ωB97M-V/def2-TZVPD.

Values from the calculation:
**Electronic energy**: -97990.5474 eV
**Relative energy (zero: lowest compared OMol25 entry of this formula, charge and spin)**: 0.086 eV
**LUMO level (alpha / beta)**: -10.4 / -7.5 eV
**Spin multiplicity**: 5
**Gap between HOMO and LUMO (alpha / beta)**: 0.16439 / 0.27292 hartree
**Highest occupied orbital energy (alpha / beta)**: -14.878 / -14.895 eV
**Net charge**: +2

Geometry as XYZ:
```
57
C14H33Cl2MnN4OP2 | the OMol25 dataset | ωB97M-V/def2-TZVPD
C 1.180 -0.129 -6.839
C 0.923 0.201 -5.400
H 2.263 -0.139 -6.995
H 0.732 0.631 -7.494
H 0.769 -1.117 -7.081
O 1.745 0.504 -4.563
Cl -0.804 0.081 -4.970
Mn -0.423 -0.074 -0.379
P -0.235 2.377 -1.058
C 0.972 3.508 -0.284
C 0.064 2.706 -2.828
H 0.016 3.791 -3.004
H -1.733 4.284 -1.174
H -0.689 2.189 -3.433
H -2.631 2.723 -1.297
H 1.985 3.225 -0.599
H 1.038 2.301 -3.126
C -1.819 3.258 -0.785
H 0.759 4.533 -0.618
H -2.068 3.303 0.286
H 0.921 3.469 0.811
P 0.000 -2.583 -0.743
C 1.291 -3.502 0.172
C -1.487 -3.589 -0.357
H -0.346 -2.591 -3.157
H 0.271 -4.171 -2.548
H 1.375 -2.764 -2.728
C 0.355 -3.077 -2.468
H -2.348 -3.211 -0.924
H -1.290 -4.640 -0.619
H 1.177 -4.577 -0.032
H 1.221 -3.339 1.254
H -1.740 -3.532 0.711
H 2.282 -3.171 -0.166
Cl -2.511 -0.251 -1.204
C -0.927 1.287 2.408
N -0.265 0.060 1.838
C -0.837 -1.136 2.540
N -0.649 -1.061 3.997
C -1.297 0.170 4.499
N -0.743 1.382 3.864
C 0.709 1.423 4.159
N 1.408 0.226 3.623
C 1.195 0.136 2.167
C 0.804 -0.957 4.288
H -2.001 1.239 2.186
H -0.483 2.171 1.928
H -0.328 -2.036 2.159
H -1.908 -1.192 2.322
H -1.140 0.234 5.581
H -2.373 0.114 4.302
H 1.148 2.330 3.719
H 0.861 1.431 5.246
H 1.705 -0.769 1.798
H 1.639 1.031 1.701
H 0.954 -0.836 5.369
H 1.312 -1.871 3.947
```



Entry 3:
Here is a molecular structure, C6H32FeO19 from the OMol25 dataset. Energies are from ωB97M-V/def2-TZVPD.

Values from the calculation:
**Electronic energy**: -80028.8299 eV
**LUMO level (alpha / beta)**: -0.3 / -2.1 eV
**Spin multiplicity**: 6
**Gap between HOMO and LUMO (alpha / beta)**: 0.15354 / 0.08641 hartree
**Highest occupied orbital energy (alpha / beta)**: -4.441 / -4.420 eV
**Net charge**: -1

Geometry as XYZ:
```
58
C6H32FeO19 | the OMol25 dataset | ωB97M-V/def2-TZVPD
Fe -4.808 3.331 1.170
C -0.780 -0.892 0.458
C 0.222 -0.233 -0.423
C 0.145 1.313 -0.688
O 1.009 1.950 -1.294
C -1.082 1.971 -0.135
C -2.030 1.282 0.636
C -1.874 -0.221 0.949
O -2.832 -0.903 1.550
O -3.014 2.021 1.020
O 1.245 -0.803 -0.829
H -0.740 -1.968 0.543
H -1.148 3.026 -0.358
O -0.565 -2.169 3.519
H -0.944 -2.278 4.391
H -1.297 -1.882 2.973
O -0.316 -5.414 -0.598
H 0.472 -5.468 -0.057
H -0.773 -4.636 -0.280
O 2.807 2.673 0.724
H 2.054 2.591 0.138
H 2.707 1.952 1.345
O 1.913 -3.140 0.091
H 1.561 -2.412 -0.422
H 2.478 -3.613 -0.520
O -0.095 1.382 -4.189
H -0.861 0.808 -4.207
H -0.063 1.711 -3.290
O 3.868 -0.244 -0.934
H 3.920 0.166 -1.798
H 2.955 -0.519 -0.854
O 3.197 1.515 -3.084
H 2.403 1.350 -2.575
H 3.640 2.223 -2.617
O -4.599 -0.034 3.797
H -4.125 0.154 4.607
H -3.912 -0.175 3.145
O -5.318 -2.846 1.398
H -4.547 -2.281 1.447
H -5.319 -3.323 2.228
O 1.766 -1.614 2.485
H 1.923 -1.924 1.593
H 0.907 -1.969 2.715
O 4.014 3.635 -1.659
H 3.119 3.910 -1.458
H 4.460 4.440 -1.920
O -0.619 3.947 2.416
H -1.264 3.657 3.061
H -1.067 3.863 1.574
O 1.562 4.713 -1.774
H 1.024 4.855 -2.553
H 1.527 3.768 -1.627
O -2.407 -3.661 -0.488
H -2.993 -4.386 -0.707
H -2.924 -3.101 0.090
O 1.670 -2.398 -2.874
H 2.411 -2.096 -3.399
H 1.336 -1.607 -2.452
```



> The lowest electronic energy belongs to which entry?

C14H33Cl2MnN4OP2



> electronic energy of number 3 (C6H32FeO19)?

-80028.8299 eV